*a*
Molecular formula: C17H21N3O4S
Method: DFT, ωB97M-V/def2-TZVPD

Calculated values
HOMO level, eV: -7.94
Structure (SMILES): COc1ccc(NC(=O)C[C@@H]2S/C(=N/C[C@@H]3CCCO3)NC2=O)cc1
LUMO energy, hartree: 0.02325

Last columns: bonded neighbours and bond lengths (Å).
Atoms and positions in Å:
1 C -7.92 -2.34 -0.22  O2 1.406, H26 1.089, H27 1.095, H28 1.095
2 O -7.64 -0.97 -0.40  C1 1.406, C3 1.363
3 C -6.38 -0.53 -0.17  O2 1.363, C4 1.390, C25 1.396
4 C -5.31 -1.32 0.24  C3 1.390, C5 1.383, H29 1.078
5 C -4.07 -0.76 0.44  C4 1.383, C6 1.390, H30 1.081
6 C -3.85 0.60 0.24  C5 1.390, N7 1.402, C24 1.393
7 N -2.56 1.10 0.48  C6 1.402, C8 1.356, H31 1.012
8 C -2.07 2.33 0.21  N7 1.356, O9 1.210, C10 1.531
9 O -2.70 3.26 -0.24  C8 1.210
10 C -0.58 2.45 0.54  C8 1.531, C11 1.531, H32 1.092, H33 1.092
11 C 0.28 1.80 -0.54  C10 1.531, S12 1.828, C22 1.528, H34 1.094
12 S 0.22 -0.03 -0.52  C11 1.828, C13 1.764
13 C 1.94 -0.18 -0.18  S12 1.764, N14 1.254, N21 1.381
14 N 2.44 -1.32 -0.01  C13 1.254, C15 1.438
15 C 3.82 -1.58 0.30  N14 1.438, C16 1.545, H35 1.093, H36 1.097
16 C 4.85 -0.96 -0.67  C15 1.545, C17 1.530, O20 1.425, H37 1.096
17 C 6.19 -1.70 -0.64  C16 1.530, C18 1.527, H38 1.091, H39 1.087
18 C 6.91 -1.01 0.53  C17 1.527, C19 1.530, H40 1.090, H41 1.087
19 C 6.41 0.43 0.40  C18 1.530, O20 1.425, H42 1.096, H43 1.094
20 O 5.17 0.38 -0.31  C16 1.425, C19 1.425
21 N 2.52 1.07 -0.15  C13 1.381, C22 1.358, H44 1.023
22 C 1.75 2.18 -0.34  C11 1.528, N21 1.358, O23 1.203
23 O 2.16 3.31 -0.33  C22 1.203
24 C -4.92 1.40 -0.17  C6 1.393, C25 1.378, H45 1.077
25 C -6.16 0.84 -0.37  C3 1.396, C24 1.378, H46 1.078
26 H -8.98 -2.46 -0.46  C1 1.089
27 H -7.32 -2.96 -0.90  C1 1.095
28 H -7.75 -2.65 0.81  C1 1.095
29 H -5.44 -2.38 0.40  C4 1.078
30 H -3.25 -1.39 0.75  C5 1.081
31 H -1.91 0.40 0.80  N7 1.012
32 H -0.36 2.00 1.51  C10 1.092
33 H -0.33 3.51 0.57  C10 1.092
34 H -0.04 2.15 -1.52  C11 1.094
35 H 3.91 -2.67 0.28  C15 1.093
36 H 4.04 -1.23 1.32  C15 1.097
37 H 4.41 -0.93 -1.67  C16 1.096
38 H 6.73 -1.52 -1.57  C17 1.091
39 H 6.08 -2.77 -0.49  C17 1.087
40 H 6.59 -1.45 1.48  C18 1.090
41 H 7.99 -1.07 0.45  C18 1.087
42 H 7.10 1.05 -0.18  C19 1.096
43 H 6.24 0.90 1.37  C19 1.094
44 H 3.54 1.15 -0.06  N21 1.023
45 H -4.76 2.45 -0.33  C24 1.077
46 H -6.99 1.45 -0.69  C25 1.078

---

*b*
Molecular formula: C17H21N3O4S
Method: DFT, ωB97M-V/def2-TZVPD

Calculated values
HOMO level, eV: -7.77
Structure (SMILES): COc1ccc(-c2nnc(SCC(=O)N3CCCCC3)o2)c(OC)c1
LUMO energy, hartree: 0.01856

Last columns: bonded neighbours and bond lengths (Å).
Atoms and positions in Å:
1 C 0.69 6.19 0.39  O2 1.409, H26 1.089, H27 1.094, H28 1.094
2 O 0.96 4.90 0.89  C1 1.409, C3 1.357
3 C 0.94 3.85 0.04  O2 1.357, C4 1.392, C25 1.396
4 C 0.65 3.93 -1.32  C3 1.392, C5 1.379, H29 1.077
5 C 0.66 2.77 -2.08  C4 1.379, C6 1.392, H30 1.078
6 C 0.96 1.53 -1.52  C5 1.392, C7 1.441, C22 1.409
7 C 0.97 0.39 -2.40  C6 1.441, N8 1.301, O21 1.358
8 N 0.98 0.43 -3.70  C7 1.301, N9 1.342
9 N 0.98 -0.83 -4.15  N8 1.342, C10 1.295
10 C 0.97 -1.60 -3.10  N9 1.295, S11 1.725, O21 1.352
11 S 1.00 -3.32 -3.08  C10 1.725, C12 1.823
12 C 0.37 -3.57 -1.39  S11 1.823, C13 1.530, H31 1.090, H32 1.089
13 C -0.99 -2.89 -1.23  C12 1.530, O14 1.213, N15 1.349
14 O -1.52 -2.30 -2.15  C13 1.213
15 N -1.57 -3.00 -0.02  C13 1.349, C16 1.445, C20 1.452
16 C -0.98 -3.58 1.17  N15 1.445, C17 1.530, H33 1.089, H34 1.097
17 C -0.53 -2.46 2.11  C16 1.530, C18 1.527, H35 1.091, H36 1.091
18 C -1.73 -1.58 2.47  C17 1.527, C19 1.527, H37 1.091, H38 1.093
19 C -2.37 -1.04 1.19  C18 1.527, C20 1.529, H39 1.090, H40 1.092
20 C -2.75 -2.21 0.27  N15 1.452, C19 1.529, H41 1.091, H42 1.095
21 O 0.98 -0.89 -1.95  C7 1.358, C10 1.352
22 C 1.26 1.45 -0.15  C6 1.409, O23 1.360, C25 1.384
23 O 1.58 0.23 0.35  C22 1.360, C24 1.409
24 C 2.12 0.17 1.65  O23 1.409, H43 1.094, H44 1.089, H45 1.095
25 C 1.24 2.61 0.61  C3 1.396, C22 1.384, H46 1.077
26 H 0.77 6.86 1.24  C1 1.089
27 H -0.32 6.25 -0.03  C1 1.094
28 H 1.42 6.48 -0.37  C1 1.094
29 H 0.42 4.87 -1.80  C4 1.077
30 H 0.45 2.81 -3.14  C5 1.078
31 H 1.10 -3.16 -0.69  C12 1.090
32 H 0.29 -4.65 -1.26  C12 1.089
33 H -0.15 -4.23 0.92  C16 1.089
34 H -1.75 -4.18 1.67  C16 1.097
35 H -0.09 -2.88 3.01  C17 1.091
36 H 0.22 -1.85 1.60  C17 1.091
37 H -1.41 -0.75 3.10  C18 1.091
38 H -2.46 -2.17 3.03  C18 1.093
39 H -3.27 -0.46 1.43  C19 1.090
40 H -1.67 -0.39 0.67  C19 1.092
41 H -3.15 -1.84 -0.68  C20 1.091
42 H -3.50 -2.85 0.75  C20 1.095
43 H 2.97 0.84 1.76  C24 1.094
44 H 2.45 -0.86 1.79  C24 1.089
45 H 1.37 0.41 2.41  C24 1.095
46 H 1.46 2.60 1.66  C25 1.077

---

*c*
Molecular formula: C17H21N3O4S
Method: DFT, ωB97M-V/def2-TZVPD

Calculated values
HOMO level, eV: -8.58
Structure (SMILES): COCCn1c(=S)[nH]c2cc(C(=O)NC[C@H]3CCCO3)ccc2c1=O
LUMO energy, hartree: -0.01056

Last columns: bonded neighbours and bond lengths (Å).
Atoms and positions in Å:
1 C 3.33 -3.86 3.06  O2 1.410, H26 1.096, H27 1.095, H28 1.088
2 O 1.98 -3.48 2.92  C1 1.410, C3 1.402
3 C 1.42 -2.86 4.05  O2 1.402, C4 1.540, H29 1.099, H30 1.093
4 C 1.81 -1.38 4.22  C3 1.540, N5 1.453, H31 1.092, H32 1.090
5 N 1.46 -0.62 3.03  C4 1.453, C6 1.367, C24 1.394
6 C 2.44 -0.24 2.15  N5 1.367, S7 1.648, N8 1.361
7 S 4.05 -0.42 2.42  C6 1.648
8 N 2.04 0.36 1.00  C6 1.361, C9 1.369, H33 1.012
9 C 0.74 0.64 0.68  N8 1.369, C10 1.392, C23 1.400
10 C 0.40 1.25 -0.53  C9 1.392, C11 1.386, H34 1.080
11 C -0.93 1.53 -0.81  C10 1.386, C12 1.499, C21 1.398
12 C -1.22 2.20 -2.12  C11 1.499, O13 1.217, N14 1.350
13 O -0.39 2.90 -2.67  C12 1.217
14 N -2.45 1.97 -2.62  C12 1.350, C15 1.442, H35 1.008
15 C -2.85 2.41 -3.93  N14 1.442, C16 1.537, H36 1.093, H37 1.091
16 C -2.87 1.22 -4.91  C15 1.537, C17 1.542, O20 1.425, H38 1.099
17 C -1.49 0.57 -5.10  C16 1.542, C18 1.530, H39 1.090, H40 1.087
18 C -1.62 -0.76 -4.36  C17 1.530, C19 1.527, H41 1.091, H42 1.087
19 C -3.11 -1.04 -4.49  C18 1.527, O20 1.413, H43 1.100, H44 1.091
20 O -3.74 0.23 -4.38  C16 1.425, C19 1.413
21 C -1.92 1.21 0.12  C11 1.398, C22 1.378, H45 1.079
22 C -1.59 0.61 1.31  C21 1.378, C23 1.394, H46 1.079
23 C -0.26 0.31 1.60  C9 1.400, C22 1.394, C24 1.466
24 C 0.10 -0.36 2.85  N5 1.394, C23 1.466, O25 1.212
25 O -0.70 -0.68 3.70  C24 1.212
26 H 3.47 -4.47 3.96  C1 1.096
27 H 4.00 -2.99 3.11  C1 1.095
28 H 3.57 -4.44 2.18  C1 1.088
29 H 1.69 -3.40 4.97  C3 1.099
30 H 0.34 -2.92 3.91  C3 1.093
31 H 1.26 -0.97 5.07  C4 1.092
32 H 2.88 -1.27 4.39  C4 1.090
33 H 2.79 0.63 0.36  N8 1.012
34 H 1.16 1.53 -1.24  C10 1.080
35 H -3.03 1.25 -2.22  N14 1.008
36 H -3.85 2.84 -3.87  C15 1.093
37 H -2.14 3.16 -4.27  C15 1.091
38 H -3.27 1.58 -5.87  C16 1.099
39 H -1.29 0.40 -6.16  C17 1.090
40 H -0.69 1.20 -4.70  C17 1.087
41 H -1.34 -0.65 -3.31  C18 1.091
42 H -1.01 -1.55 -4.80  C18 1.087
43 H -3.34 -1.48 -5.47  C19 1.100
44 H -3.52 -1.68 -3.71  C19 1.091
45 H -2.96 1.47 -0.07  C21 1.079
46 H -2.33 0.35 2.05  C22 1.079

---

Pick *c*: it beats the second-best structure by 0.0301 hartree.